Entry from OMol25: C29H44BN7OPdS3 as an isolated structure (the ωB97M-V functional and the def2-TZVPD basis).

Structure (XYZ):
```
86
C29H44BN7OPdS3 (the ωB97M-V functional and the def2-TZVPD basis)
Pd -0.409 -2.070 -2.749
C -3.460 -3.287 1.205
C -2.134 -2.603 1.150
C -1.313 -2.455 2.235
C -0.054 -1.812 2.132
N 0.336 -1.299 0.991
N -0.479 -1.422 -0.056
B -0.136 -0.580 -1.278
N 1.296 -0.084 -1.401
N 1.483 0.996 -0.617
C 2.679 1.502 -0.541
C 3.758 0.916 -1.262
C 3.559 -0.132 -2.105
C 4.642 -0.746 -2.928
C 2.223 -0.633 -2.188
S 1.826 -1.892 -3.280
C 2.882 2.726 0.332
C 3.814 2.340 1.490
C 1.549 3.220 0.889
C 3.525 3.833 -0.514
N -1.155 0.565 -1.429
N -1.591 1.166 -0.321
C -2.360 2.212 -0.474
C -2.680 2.695 -1.771
C -2.254 2.060 -2.901
C -2.582 2.488 -4.293
C -1.481 0.898 -2.670
S -0.903 -0.166 -3.884
C -2.893 2.899 0.771
C -2.377 4.346 0.791
C -2.425 2.176 2.032
C -4.426 2.891 0.712
C -1.651 -2.076 -0.068
S -2.472 -2.209 -1.593
C 0.886 -1.607 3.310
C 0.528 -2.525 4.480
C 0.754 -0.139 3.742
C 2.329 -1.884 2.874
H -3.680 -3.624 2.215
H -3.479 -4.145 0.532
H -4.254 -2.610 0.884
H -1.622 -2.856 3.190
H 4.750 1.337 -1.157
H 5.594 -0.259 -2.733
H 4.416 -0.656 -3.992
H 4.741 -1.809 -2.703
H 3.377 1.545 2.098
H 3.977 3.207 2.131
H 4.792 2.007 1.138
H 1.055 2.455 1.488
H 0.867 3.507 0.087
H 1.727 4.092 1.519
H 4.509 3.549 -0.890
H 3.660 4.724 0.100
H 2.895 4.100 -1.364
H -3.293 3.583 -1.860
H -3.172 3.401 -4.289
H -3.150 1.711 -4.808
H -1.671 2.668 -4.867
H -1.288 4.376 0.832
H -2.760 4.854 1.676
H -2.707 4.914 -0.080
H -1.337 2.154 2.103
H -2.789 1.147 2.062
H -2.816 2.700 2.905
H -4.813 3.451 -0.140
H -4.825 3.357 1.613
H -4.815 1.872 0.660
H -0.451 -2.297 4.906
H 1.258 -2.385 5.276
H 0.552 -3.578 4.194
H -0.260 0.092 4.075
H 1.009 0.527 2.915
H 1.435 0.061 4.570
H 2.459 -2.924 2.570
H 2.997 -1.694 3.714
H 2.628 -1.240 2.048
C 0.238 -6.404 -2.107
C -0.454 -5.152 -2.544
N -1.515 -5.266 -3.334
O 0.003 -4.046 -2.178
H -0.463 -7.221 -1.949
H 0.799 -6.206 -1.199
H 0.940 -6.700 -2.889
H -1.857 -6.174 -3.606
H -2.037 -4.456 -3.626
```

Values from the calculation:
HOMO level = -14.197 eV
Total charge = +2
HOMO-LUMO gap = 7.5 eV
2S+1 = 1

Results of the Löwdin charge analysis, in e, for atoms 1 through 8: number 1, Pd, carries 0.51; number 2, C, carries -0.03; number 3, C, carries -0.22; number 4, C, carries 0.11; number 5, C, carries -0.17; number 6, N, carries 0.21; number 7, N, carries 0.01; number 8, B, carries -0.71

---

Entry from OMol25: a 2-piece molecular cluster, CH3ClFNS overall at a distorted geometry (the ωB97M-V functional and the def2-TZVPD basis).

Structure (XYZ):
```
8
CH3ClFNS (the ωB97M-V functional and the def2-TZVPD basis)
C -1.344 0.089 -0.152
N 1.769 1.906 0.476
F -1.582 0.185 -1.426
S 1.623 0.843 -0.653
Cl 3.160 -0.775 -0.559
H -1.418 1.072 0.236
H -1.874 -0.771 0.301
H 2.810 2.194 0.653
```

Values from the calculation:
HOMO level (alpha / beta) = -8.866 / -9.108 eV
HOMO-LUMO gap (alpha / beta) = 7.3 / 8.4 eV
2S+1 = 1

Calculated atomic charges, method natural (NBO), unit e: number 1, C, carries 0.08; number 2, N, carries -0.87; number 3, F, carries -0.33; number 4, S, carries 0.79; number 5, Cl, carries -0.32; number 6, H, carries 0.13; number 7, H, carries 0.14; number 8, H, carries 0.39

---

Entry from OMol25: one molecule with the formula C3H2N2O at a distorted geometry (the ωB97M-V functional and the def2-TZVPD basis).

Structure (XYZ):
```
8
C3H2N2O (the ωB97M-V functional and the def2-TZVPD basis)
C -1.165 -0.280 -1.033
C 0.487 -0.108 1.156
C 0.324 -0.468 -0.214
N -2.122 -0.269 -1.636
N 0.796 0.844 0.294
O 0.322 -0.431 2.244
H 1.101 -0.963 -0.825
H 0.257 1.674 0.014
```

Values from the calculation:
HOMO level = -10.756 eV
HOMO-LUMO gap = 10.8 eV
SMILES = N#C[C@H]1NC1=O
2S+1 = 1

Calculated atomic charges, method natural (NBO), unit e: number 1, C, carries 0.23; number 2, C, carries 0.67; number 3, C, carries -0.18; number 4, N, carries -0.32; number 5, N, carries -0.59; number 6, O, carries -0.47; number 7, H, carries 0.24; number 8, H, carries 0.42

---

Entry from OMol25: a 3-piece molecular cluster, C4H7NO2 overall (the ωB97M-V functional and the def2-TZVPD basis).

Structure (XYZ):
```
14
C4H7NO2 (the ωB97M-V functional and the def2-TZVPD basis)
O 2.201 1.328 0.347
N 1.984 0.111 -0.244
C 0.748 -0.120 -0.421
C 0.021 -1.381 -0.781
C -0.842 -0.663 0.249
C -0.585 0.738 -0.135
O -0.904 1.571 0.810
H 3.165 1.407 0.339
H 0.484 -2.320 -0.489
H -0.382 -1.404 -1.796
H -0.583 -0.898 1.281
H -2.343 -0.091 0.899
H -0.912 0.963 -1.171
H -2.051 0.761 1.112
```

Values from the calculation:
HOMO level = -9.615 eV
HOMO-LUMO gap = 8.8 eV
2S+1 = 1

Results of the natural (NBO) charge analysis, in e, for atoms 1 through 8: number 1, O, carries -0.52; number 2, N, carries -0.08; number 3, C, carries 0.19; number 4, C, carries -0.46; number 5, C, carries -0.05; number 6, C, carries 0.06; number 7, O, carries -0.64; number 8, H, carries 0.48

---

Looking at molecular weight for the records above, in order, we have 720.2 115.6 82.1 101.1 g mol⁻¹.
Looking at ΔE to the lowest compared entry with this formula, charge and spin for the records above, in order, we have 0.0 77.5 45.5 193.2 kcal per mole.
Looking at electronic energy for the records above, in order, we have -2936.9547 -1052.7523 -300.1588 -361.5729 Eh.